# 1
Below is a structure of composition C42H42Br2EuN10O6S, with properties calculated with wB97M-V/def2-TZVPD.

ORCA input file:
```
! RIJCOSX wB97M-V def2-TZVPD def2/J DEFGRID3
* xyz -2 8
Eu -0.0454 -1.4326 -0.9011
C 5.4256 1.3238 1.9359
C 4.2012 1.3125 1.0410
C 4.1128 1.8609 -0.2658
C 2.9006 1.7988 -0.9375
C 1.7777 1.0896 -0.4354
N 0.6883 0.9271 -1.2760
C 0.0666 2.0313 -1.7647
C 0.0613 3.2089 -1.0207
C -0.6477 4.3364 -1.4432
C -1.3994 4.3991 -2.6107
C -2.3139 5.5147 -3.0342
C -1.3469 3.2185 -3.3446
C -0.6825 2.0802 -2.9660
N -0.6862 0.9516 -3.8922
C 0.3647 0.5044 -4.6298
C -0.1006 -0.4665 -5.5011
C -1.4822 -0.4530 -5.2930
N -1.8393 0.4194 -4.3558
C 1.8804 0.5048 0.8757
C 3.0952 0.6285 1.5142
N -0.1586 0.4077 2.2387
C -1.8466 2.2032 4.4543
C -2.5369 1.8213 3.1593
C -1.8792 1.8848 1.8769
N -0.8901 1.1087 1.4635
H 5.6162 0.3529 2.3079
H 5.1775 1.8880 2.8464
H 6.3203 1.7242 1.4389
H 4.9336 2.4141 -0.6070
H 2.8385 2.1769 -1.9455
H 0.5483 3.1617 -0.0722
H -0.7358 5.1529 -0.7374
H -2.8037 5.2261 -3.9530
H -1.7998 6.4759 -3.1604
H -3.1090 5.6341 -2.2393
H -1.8066 3.1481 -4.3436
H 1.3802 0.7255 -4.2907
H 0.4781 -1.1779 -6.0725
H -2.2666 -1.0522 -5.7180
H 3.1929 0.2415 2.4774
H -2.3511 1.8548 5.3510
H -3.3999 1.1900 3.3337
H -2.4367 2.3702 1.0570
C 1.4376 -1.7883 8.3762
C 1.0043 -0.6756 7.4120
C 0.1049 -0.9584 6.3791
C -0.2677 0.0033 5.4408
C 0.2149 1.3023 5.5570
C 1.0686 1.6457 6.5936
C 1.4947 0.6278 7.4709
S -0.1303 2.6668 4.4764
O 0.0858 3.9242 5.2055
O -2.6896 3.1437 3.8908
N 0.8349 -0.3317 1.4240
C 1.3384 -1.4308 2.2764
C 2.2409 -2.3630 1.4160
O 3.1909 -2.9841 1.8891
O 1.9217 -2.4311 0.1785
H 2.5153 -1.9275 8.3142
H 1.0009 -2.7444 8.1164
H 1.2712 -1.5681 9.4341
H -0.3691 -1.9570 6.3190
H -0.8482 -0.1306 4.5642
H 1.3312 2.6968 6.6804
H 2.1641 0.9173 8.2655
H 0.4577 -1.9762 2.5658
H 1.8943 -1.1215 3.1753
Br -4.0210 -5.9099 -5.0765
C -2.9695 -4.6073 -4.0735
C -1.6512 -4.9904 -3.8098
C -0.8413 -4.0630 -3.1788
N -1.3823 -2.9596 -2.5966
C -2.6844 -2.6038 -2.8177
C -3.4882 -3.4587 -3.6676
C -3.1461 -1.4048 -2.2550
C -4.5664 -0.9855 -2.3390
C -4.8739 0.1908 -1.7005
Br -6.6783 0.8212 -1.6798
C -3.9604 1.0503 -1.0506
C -2.7151 0.5203 -1.0245
N -2.2862 -0.6191 -1.5462
H -1.2477 -5.9028 -4.2090
H 0.2222 -4.2323 -2.9897
H -4.4795 -3.1661 -3.9351
H -5.3161 -1.6386 -2.7806
H -4.2967 1.9178 -0.5169
H -2.0187 1.1300 -0.4433
C -2.5848 -2.6877 0.8389
O -1.2548 -2.5373 0.4680
H -2.6606 -3.0548 1.8497
H -3.1597 -3.3320 0.1514
H -3.1421 -1.7263 0.8191
C 3.2630 -1.2451 -5.0076
N 3.7701 -1.9445 -3.8383
C 2.9628 -2.2158 -2.7666
N 3.6351 -2.8518 -1.7491
O 1.7669 -1.9415 -2.7179
H 3.7492 -1.6769 -5.9412
H 3.5118 -0.1773 -4.9961
H 2.2009 -1.3967 -5.0262
H 4.7614 -2.0947 -3.7626
H 4.6410 -2.6865 -1.8183
H 3.1776 -2.7502 -0.7944
*
```

The value obtained for the HOMO energy (alpha / beta) is -0.813 / -1.732 eV. The calculation puts the gap between HOMO and LUMO (alpha / beta) at 4.50 / 5.42 eV. Its expectation value of S² is 15.781.



# 2
Below is a structure of composition C42H42O3P2Sr, with properties calculated with wB97M-V/def2-TZVPD.

ORCA input file:
```
! RIJCOSX wB97M-V def2-TZVPD def2/J DEFGRID3
* xyz 0 1
Sr 0.5673 2.4166 -0.1132
C -0.7728 -5.4199 1.3492
C 0.5003 -5.0695 1.1336
C 1.4088 -5.6181 0.0685
C 0.7388 -6.1057 -1.2378
C -0.2046 -5.1205 -1.8680
C -1.5112 -4.9877 -1.6199
C -2.3307 -5.7948 -0.6582
C -1.5939 -6.4014 0.5589
C -0.9253 3.8368 -1.7445
H -1.3038 -5.0102 2.2185
H 0.9927 -4.3956 1.8453
H 1.9991 -6.4584 0.4755
H 2.1415 -4.8374 -0.1929
H 1.5577 -6.2655 -1.9594
H 0.2766 -7.0873 -1.0748
H 0.2616 -4.5165 -2.6558
H -2.1100 -4.3103 -2.2355
H -2.8280 -6.6221 -1.1940
H -3.1434 -5.1554 -0.2797
H -2.3806 -6.7718 1.2385
H -1.0154 -7.2795 0.2465
H -1.8268 4.2434 -1.2520
H -1.1746 3.3707 -2.7108
H -0.1803 4.6492 -1.8773
P 0.7933 -0.3269 1.2291
P -0.3857 0.0836 -1.8352
C 0.7211 -1.6525 0.0434
C 0.3315 -1.4525 -1.2580
C 2.4830 -0.1503 1.8855
C 3.3679 -1.2355 1.9570
C 4.6702 -1.0400 2.4282
C 5.1034 0.2452 2.7733
C 4.2344 1.3374 2.6565
C 2.9191 1.1447 2.2441
C -0.3008 -0.6877 2.6252
C -1.6889 -0.5750 2.4045
C -2.5672 -0.6636 3.4808
C -2.0744 -0.9071 4.7730
C -0.6992 -1.0658 4.9817
C 0.1874 -0.9642 3.9102
C 0.3238 0.4854 -3.4786
C 1.6330 1.0056 -3.5421
C 2.1866 1.3681 -4.7687
C 1.4518 1.1967 -5.9509
C 0.1478 0.6895 -5.8929
C -0.4197 0.3527 -4.6619
C -2.1650 -0.1778 -2.0956
C -3.0346 0.9270 -2.0266
C -4.3984 0.7502 -2.2510
C -4.9022 -0.5261 -2.5395
C -4.0420 -1.6301 -2.5851
C -2.6766 -1.4577 -2.3484
H 1.0099 -2.6442 0.4159
H 0.4874 -2.2147 -2.0328
H 3.0342 -2.2257 1.6487
H 5.3426 -1.8922 2.5294
H 6.1175 0.3932 3.1424
H 4.5811 2.3421 2.9032
H 2.2237 1.9969 2.2248
H -2.0539 -0.3934 1.3901
H -3.6408 -0.5472 3.3180
H -2.7664 -0.9904 5.6114
H -0.3136 -1.2699 5.9819
H 1.2599 -1.0768 4.0619
H 2.2282 1.0977 -2.6288
H 3.1976 1.7806 -4.8134
H 1.8914 1.4641 -6.9124
H -0.4294 0.5535 -6.8101
H -1.4398 -0.0269 -4.6157
H -2.6233 1.9179 -1.8196
H -5.0749 1.6066 -2.2209
H -5.9652 -0.6615 -2.7392
H -4.4253 -2.6263 -2.8158
H -1.9976 -2.3088 -2.3640
O -1.0397 6.0421 3.0344
C -0.0940 6.8310 2.5033
C -0.1416 8.2166 2.7478
C 0.8261 9.0531 2.2053
C 1.8660 8.5179 1.4392
C 1.9330 7.1420 1.2023
C 0.9461 6.2914 1.6907
C 0.8490 4.8963 1.2100
O 1.7517 4.4316 0.4303
O -0.1746 4.1610 1.5330
H -0.8785 5.1514 2.5855
H -0.9664 8.6160 3.3359
H 0.7696 10.1276 2.3692
H 2.6240 9.1805 1.0233
H 2.7434 6.7043 0.6162
*
```

The value obtained for the HOMO energy is -6.013 eV. The value obtained for the energy above the lowest of the compared OMol25 structures with the same formula, charge and spin is 0.0 kcal per mole. The calculation puts the gap between HOMO and LUMO at 5.76 eV.



# 3
Below is a structure of composition C42H43BBrF15GeN4O2PdSSi, with properties calculated with wB97M-V/def2-TZVPD.

ORCA input file:
```
! RIJCOSX wB97M-V def2-TZVPD def2/J DEFGRID3
* xyz -2 1
Pd -0.3153 1.2495 1.5113
C -1.5673 -2.3570 5.7866
C -1.4089 -0.8264 5.8175
C -1.5878 -0.3619 7.2759
C -2.5776 -0.2487 4.9960
Si 0.3018 -0.3184 5.0898
Br 0.0754 -0.9426 2.9081
C 0.6689 1.5358 5.2677
C -0.5664 2.3857 4.9449
C 1.1054 1.8417 6.7157
C 1.7813 2.0046 4.3058
C 1.7359 -1.4351 5.7314
C 3.1101 -0.8186 5.4218
C 1.6340 -1.6398 7.2565
C 1.7359 -2.8224 5.0604
H -2.5607 -2.6138 6.1780
H -0.8290 -2.8724 6.4038
H -1.4940 -2.7487 4.7697
H -2.5559 -0.7221 7.6516
H -1.5930 0.7270 7.3549
H -0.8135 -0.7445 7.9448
H -3.5079 -0.7249 5.3368
H -2.4771 -0.4476 3.9282
H -2.6924 0.8253 5.1205
H -1.3823 2.2209 5.6519
H -0.9157 2.2114 3.9244
H -0.2791 3.4436 5.0122
H 0.3735 1.5321 7.4656
H 1.2356 2.9271 6.8056
H 2.0604 1.3788 6.9709
H 1.4984 1.8521 3.2623
H 2.7393 1.5181 4.4807
H 1.9240 3.0832 4.4535
H 3.3119 0.0786 6.0058
H 3.2250 -0.5767 4.3636
H 3.8840 -1.5581 5.6705
H 1.5847 -0.6970 7.8081
H 2.5278 -2.1778 7.6007
H 0.7652 -2.2374 7.5384
H 2.0265 -2.7530 4.0119
H 0.7713 -3.3289 5.1046
H 2.4782 -3.4533 5.5697
F 3.2350 0.2675 -3.0664
C 4.5230 0.6109 -2.9127
C 5.1191 0.5943 -1.6659
C 6.4559 0.9361 -1.6416
F 7.1741 0.8955 -0.5021
C 7.1640 1.2897 -2.7740
F 8.4693 1.6051 -2.7125
C 6.5233 1.3106 -3.9956
F 7.1984 1.6517 -5.1044
C 5.1929 0.9590 -4.0719
F 4.5769 0.9630 -5.2643
Ge 3.9700 0.2055 -0.0182
S 1.8915 0.7504 0.4107
C 4.9706 -1.4616 0.6305
C 5.7970 -2.3089 -0.0841
F 6.2850 -1.9871 -1.2992
C 6.2076 -3.5484 0.3805
F 7.0277 -4.3244 -0.3500
C 5.7740 -3.9943 1.6086
F 6.1847 -5.1804 2.0824
C 4.9155 -3.2077 2.3461
F 4.4737 -3.6461 3.5342
C 4.5206 -1.9849 1.8359
F 3.6444 -1.3096 2.5908
C 4.8788 1.6670 1.1089
C 4.7113 2.9664 0.6485
F 4.1910 3.2146 -0.5631
C 5.0763 4.0862 1.3710
F 4.9150 5.3203 0.8713
C 5.6233 3.9303 2.6277
F 5.9891 5.0038 3.3479
C 5.8099 2.6607 3.1261
F 6.3524 2.5027 4.3487
C 5.4487 1.5670 2.3581
F 5.7188 0.3630 2.9179
C -2.8145 -0.3271 0.6945
N -2.3121 -0.0186 -0.6428
C -2.6772 -1.0975 -1.5452
N -4.1408 -1.2975 -1.6237
C -4.6196 -1.5649 -0.2616
N -4.2914 -0.4938 0.6807
C -4.8737 0.7558 0.1767
N -4.4087 1.0934 -1.1739
C -2.9354 1.2146 -1.1100
C -4.7356 -0.0253 -2.0589
H -2.5377 0.4858 1.3814
H -2.3636 -1.2604 1.0335
H -2.2126 -2.0249 -1.2034
H -2.3062 -0.8657 -2.5457
H -4.1631 -2.4908 0.0944
H -5.7052 -1.6949 -0.2917
H -4.5934 1.5643 0.8517
H -5.9633 0.6605 0.1633
H -2.6575 2.0197 -0.4314
H -2.5584 1.4479 -2.1074
H -4.3740 0.2056 -3.0632
H -5.8223 -0.1438 -2.0948
O 0.8465 3.8946 0.2633
B -0.2585 3.1597 0.8489
O -1.3343 4.1641 0.9328
C -0.8657 5.3355 0.4342
C -1.5117 6.5451 0.3054
C -0.7930 7.6058 -0.2683
C 0.5216 7.4336 -0.6822
C 1.1710 6.1982 -0.5320
C 0.4509 5.1692 0.0288
H -2.5354 6.6653 0.6401
H -1.2695 8.5725 -0.3866
H 1.0552 8.2644 -1.1302
H 2.2008 6.0496 -0.8340
*
```

The value obtained for the HOMO energy is -0.296 eV. The value obtained for the energy above the lowest of the compared OMol25 structures with the same formula, charge and spin is 0.0 kcal per mole. The calculation puts the gap between HOMO and LUMO at 4.22 eV.



# 4
Below is a structure of composition C42H43ClP2Re, with properties calculated with wB97M-V/def2-TZVPD.

ORCA input file:
```
! RIJCOSX wB97M-V def2-TZVPD def2/J DEFGRID3
* xyz 2 4
Re -0.0687 -0.0822 2.1801
C -1.9388 0.0032 3.6821
C -2.5115 -0.1227 2.4025
C -3.0881 0.9858 1.5758
C -2.0588 1.8365 0.8048
C -0.6299 1.7432 1.2727
C -0.2055 1.9553 2.6403
C -1.1759 2.4440 3.7327
C -1.9082 1.2924 4.4585
C 1.7585 -0.0871 1.2873
H -1.9223 -0.8981 4.2982
H -2.9524 -1.1142 2.2332
H -3.7357 1.6546 2.1598
H -3.7383 0.5371 0.8094
H -2.0705 1.5124 -0.2517
H -2.3822 2.8859 0.7942
H 0.1083 2.0658 0.5266
H 0.7935 2.4043 2.7351
H -1.9243 3.1461 3.3211
H -0.5617 2.9635 4.4899
H -1.4167 1.1170 5.4323
H -2.9361 1.6368 4.6743
H 2.5319 -0.6092 1.8844
H 2.1096 0.9431 1.0763
H 1.6743 -0.5839 0.3102
P -0.3016 -1.5566 -2.6484
P 1.2453 0.7030 -2.2662
C -1.1709 -0.0523 -3.1138
C -0.4302 1.0763 -2.9138
C -0.4820 -2.7052 -4.0994
C -1.3865 -2.4536 -5.1439
C -1.5954 -3.4024 -6.1572
C -0.8145 -4.5669 -6.1967
C 0.1533 -4.7886 -5.2058
C 0.3038 -3.8814 -4.1473
C -1.4341 -2.2397 -1.4068
C -1.1917 -1.7870 -0.0897
C -1.5163 -2.6068 0.9773
C -2.4016 -3.6769 0.7912
C -2.7450 -4.0711 -0.5134
C -2.3181 -3.3044 -1.6125
C 2.1354 0.9122 -3.9375
C 2.0031 -0.1005 -4.9105
C 2.4881 0.0925 -6.2062
C 3.2022 1.2576 -6.5169
C 3.3625 2.2656 -5.5567
C 2.7983 2.0963 -4.2872
C 1.7954 2.2584 -1.5083
C 3.1143 2.3131 -1.0139
C 3.6194 3.5012 -0.4981
C 2.8029 4.6337 -0.4468
C 1.4994 4.5880 -0.9498
C 0.9881 3.3967 -1.4668
H -2.2051 -0.1048 -3.4645
H -0.7189 2.0783 -3.2359
H -1.9398 -1.5113 -5.1713
H -2.3685 -3.2306 -6.9081
H -0.9683 -5.3039 -6.9947
H 0.7823 -5.6855 -5.2527
H 1.0339 -4.0843 -3.3512
H -0.7022 -0.8003 0.1010
H -1.0933 -2.3619 1.9714
H -2.8371 -4.1611 1.6634
H -3.3187 -4.9909 -0.6612
H -2.6355 -3.5586 -2.6290
H 1.4876 -1.0343 -4.6765
H 2.3053 -0.6652 -6.9751
H 3.6400 1.3876 -7.5094
H 3.9136 3.1844 -5.7833
H 2.8726 2.9267 -3.5777
H 3.7489 1.4252 -1.0715
H 4.6487 3.5408 -0.1383
H 3.1757 5.5576 0.0049
H 0.8718 5.4765 -0.9410
H -0.0244 3.3647 -1.8712
Cl 1.4199 2.0703 5.6738
C 0.7592 0.5877 6.3095
C 0.4205 0.5744 7.6624
C -0.2145 -0.5382 8.2037
C -0.4400 -1.6597 7.4042
C -0.2123 -1.5852 6.0235
C 0.4979 -0.5074 5.4486
C 0.9267 -0.5217 3.9792
H 0.6510 1.4626 8.2648
H -0.5288 -0.5558 9.2460
H -0.8669 -2.5721 7.8423
H -0.5767 -2.3690 5.3619
H 1.2510 -1.5382 3.7083
H 1.7705 0.1724 3.8593
*
```

The value obtained for the HOMO energy (alpha / beta) is -13.263 / -13.204 eV. The value obtained for the energy above the lowest of the compared OMol25 structures with the same formula, charge and spin is 11.7 kcal per mole. The calculation puts the gap between HOMO and LUMO (alpha / beta) at 6.78 / 5.03 eV. Its expectation value of S² is 3.810.



# 5
Below is a structure of composition C42H44GeN6O5PTl, with properties calculated with wB97M-V/def2-TZVPD.

ORCA input file:
```
! RIJCOSX wB97M-V def2-TZVPD def2/J DEFGRID3
* xyz -2 1
Tl 1.4618 -2.3318 3.2011
C -0.4725 2.3263 7.7129
O -1.3995 2.9483 6.8123
C -1.0465 2.8482 5.4758
C -0.6145 3.9266 4.8893
C -0.0075 3.9882 3.5795
C 0.5101 2.9669 2.9273
C 0.8752 1.6530 3.3458
C 1.8575 1.0163 2.5679
N 2.3486 -0.2005 2.5209
N 3.4554 -0.2493 1.6380
C 3.7786 -1.4672 1.3411
O 3.3040 -2.5924 1.8122
C 4.8439 -1.6099 0.3501
C 5.7263 -0.5949 0.0471
C 6.6741 -0.7543 -1.0559
C 7.1537 -2.1736 -1.1715
C 6.3353 -3.1764 -0.9566
C 4.9000 -2.8341 -0.5924
C 0.1279 0.8876 4.3265
O 0.4196 -0.2573 4.7043
H -0.6752 2.6374 8.7291
H 0.5099 2.6125 7.3306
H -0.4272 1.2337 7.7209
H -0.6097 4.8296 5.5246
H -0.0144 4.9542 3.1519
H 0.7308 3.1830 1.8209
H 2.3964 1.5843 1.7515
H 5.6562 0.3347 0.6310
H 7.5293 -0.1311 -0.9456
H 8.1586 -2.2797 -1.5269
H 6.6096 -4.2685 -0.7985
H 4.3173 -3.5417 0.0758
N 1.5077 0.8221 -2.3389
P 1.7699 -0.7264 -1.5444
C 0.9320 -1.7260 -2.8788
C -0.3134 -2.2958 -2.5086
C -1.1393 -2.8514 -3.4701
C -0.5952 -2.9978 -4.7559
C 0.6412 -2.5356 -5.1574
C 1.3981 -1.9058 -4.2178
C 3.5620 -1.0388 -1.9964
C 4.0469 -2.5040 -1.9680
C 4.9733 -2.6586 -3.1948
C 5.9228 -1.7362 -3.4121
C 5.8755 -0.5202 -2.4496
C 4.4271 -0.1412 -2.2787
C 0.2010 1.2786 -2.1791
C -0.4415 2.1137 -3.1496
C -1.7599 2.4653 -2.9250
C -2.4675 2.0855 -1.8179
C -1.7027 1.3423 -0.8683
N -0.5071 0.9222 -1.0880
H 1.8491 0.8602 -3.2972
H -0.5476 -2.2420 -1.4061
H -2.1540 -3.0324 -3.2227
H -1.2502 -3.3720 -5.4751
H 1.0520 -2.5858 -6.1748
H 2.3493 -1.4182 -4.4454
H 3.1175 -3.1592 -1.9617
H 4.9198 -3.5986 -3.7678
H 6.7910 -1.9397 -4.0913
H 6.4086 0.2578 -2.9882
H 4.2365 0.9052 -2.2932
H 0.0253 2.4432 -4.0795
H -2.2512 2.9640 -3.7427
H -3.4934 2.1716 -1.7660
H -2.1360 1.1208 0.0141
O -8.0066 1.1179 -3.2391
C -7.2739 2.0138 -3.5958
O -6.0282 1.9296 -3.8293
H -7.6566 3.0409 -3.7047
N -4.1819 -0.1867 -3.7526
C -4.2626 -0.8122 -2.5035
C -5.5098 -1.0138 -1.8770
C -5.5512 -1.8036 -0.7299
C -4.3496 -2.1100 -0.1228
C -3.1986 -1.8861 -0.7787
N -3.1277 -1.2755 -1.9367
H -4.8349 0.6492 -3.9112
H -3.2389 0.0858 -3.8981
H -6.3907 -0.5041 -2.2528
H -6.4847 -2.1404 -0.3285
H -4.2364 -2.6665 0.7760
H -2.1924 -2.1486 -0.3390
C -1.8090 -0.3604 2.5572
Ge -2.5004 1.1530 3.5354
C -3.2154 2.7826 2.6653
C -4.1207 0.5461 4.3962
C -1.1992 1.4781 4.9080
H -2.5038 -0.6935 1.8109
H -1.6164 -1.1575 3.2321
H -0.8771 -0.0790 1.9471
H -4.0457 2.5894 1.9694
H -2.4993 3.3559 2.0797
H -3.5504 3.4729 3.4282
H -4.9785 0.3548 3.6222
H -4.5884 1.4966 5.0815
H -4.1637 -0.2725 5.0556
H -1.4681 0.8086 5.6910
*
```

The value obtained for the HOMO energy is -2.101 eV. The value obtained for the energy above the lowest of the compared OMol25 structures with the same formula, charge and spin is 114.5 kcal per mole. The calculation puts the gap between HOMO and LUMO at 5.98 eV.



The records above give, respectively, molecular weight values of 1126.70 744.36 1250.70 831.41 1020.82 g mol⁻¹.